Below is a molecular structure, C30H43F5InP2 at a distorted geometry, with properties calculated with ωB97M-V with the def2-TZVPD basis set.

Each line ends with the Löwdin charge.
Atoms and positions in Å:
In (1.327, 1.519, -0.162)  0.857
C (-0.850, 3.770, -0.718)  -0.270
C (-1.439, 3.607, 0.564)  -0.229
C (0.767, 4.203, 0.902)  -0.279
C (0.546, 4.068, -0.530)  -0.302
C (-0.449, 3.890, 1.555)  -0.256
C (-1.514, 3.641, -2.040)  -0.050
H (-2.412, 3.021, -1.976)  0.059
H (-0.829, 3.202, -2.772)  0.065
H (-1.811, 4.630, -2.414)  0.097
C (1.458, 4.508, -1.622)  -0.055
H (1.108, 4.142, -2.593)  0.077
H (2.485, 4.164, -1.471)  0.057
H (1.455, 5.607, -1.654)  0.104
C (1.996, 4.667, 1.591)  -0.037
H (2.005, 5.768, 1.610)  0.101
H (2.906, 4.311, 1.098)  0.059
H (2.006, 4.322, 2.633)  0.072
C (-0.617, 3.810, 3.028)  -0.048
H (-0.830, 4.807, 3.431)  0.096
H (0.299, 3.446, 3.502)  0.058
H (-1.442, 3.148, 3.302)  0.062
C (-2.818, 3.141, 0.852)  -0.041
H (-3.469, 3.984, 1.123)  0.096
H (-2.810, 2.440, 1.697)  0.065
H (-3.246, 2.639, -0.022)  0.060
C (-1.747, -4.752, -2.068)  -0.109
C (-2.936, -4.155, -2.220)  -0.123
C (-4.199, -4.454, -1.460)  -0.185
C (-4.029, -5.117, -0.077)  -0.198
C (-3.168, -4.352, 0.891)  -0.095
C (-1.836, -4.398, 1.035)  -0.139
C (-0.875, -5.276, 0.287)  -0.186
C (-1.362, -5.814, -1.075)  -0.195
H (-4.849, -5.107, -2.067)  0.123
H (-3.709, -6.155, -0.207)  0.099
H (-4.764, -3.518, -1.334)  0.109
H (-2.152, -6.554, -0.912)  0.099
H (-0.947, -4.500, -2.777)  0.101
H (-3.066, -3.447, -3.048)  0.099
H (-0.518, -6.365, -1.514)  0.114
H (0.066, -4.724, 0.137)  0.096
H (-1.382, -3.814, 1.846)  0.091
H (-0.611, -6.142, 0.916)  0.123
H (-5.032, -5.165, 0.371)  0.114
H (-3.740, -3.722, 1.583)  0.105
P (-0.395, -0.213, -1.033)  0.837
P (0.794, 0.231, 2.136)  0.816
C (-0.050, -1.646, 0.099)  -0.352
C (0.951, -1.403, 1.283)  -0.377
H (0.348, -2.444, -0.550)  0.085
H (-1.024, -1.989, 0.493)  0.068
H (0.812, -2.153, 2.077)  0.090
H (1.983, -1.477, 0.904)  0.071
C (2.246, 0.551, 3.170)  -0.241
H (2.052, 1.466, 3.764)  0.059
H (3.134, 0.740, 2.539)  0.050
H (2.449, -0.291, 3.849)  0.062
C (-0.668, 0.046, 3.194)  -0.220
H (-0.609, -0.908, 3.742)  0.063
H (-1.589, 0.050, 2.589)  0.053
H (-0.725, 0.871, 3.921)  0.051
C (0.386, -0.328, -2.670)  -0.249
H (0.124, 0.587, -3.235)  0.063
H (0.009, -1.201, -3.218)  0.061
H (1.484, -0.380, -2.595)  0.032
C (-2.172, -0.112, -1.337)  -0.211
H (-2.710, 0.186, -0.422)  0.054
H (-2.560, -1.085, -1.683)  0.052
H (-2.361, 0.645, -2.115)  0.056
F (4.223, 3.306, -0.322)  0.050
C (4.455, 2.008, -0.672)  -0.219
C (3.422, 1.073, -0.671)  -0.094
C (3.804, -0.224, -1.043)  -0.225
F (2.871, -1.240, -1.075)  0.012
C (5.088, -0.588, -1.399)  -0.121
F (5.404, -1.857, -1.767)  0.119
C (6.055, 0.398, -1.379)  -0.117
F (7.306, 0.090, -1.739)  0.144
C (5.763, 1.710, -1.024)  -0.113
F (6.730, 2.655, -1.032)  0.129

## Properties
Energy above the lowest of the compared OMol25 structures with the same formula, charge and spin (kJ/mol): 0.0
F_max (Eh/bohr): 0.0548
Net charge: +1